No. 1
C4H8O2 as an isolated structure in a non-equilibrium geometry, computed with the ωB97M-V functional and the def2-TZVPD basis.

```
14
Properties=species:S:1:pos:R:3:mulliken_charge:R:1
C 1.623 -0.851 0.632 -1.190
C 0.746 0.225 0.091 0.495
O 1.239 1.331 0.014 -0.515
C -0.468 -0.226 -0.707 0.033
C -1.866 -0.350 -0.281 -0.267
O -1.435 0.696 -1.134 -0.378
H 2.177 -1.122 -0.273 0.303
H 2.334 -0.414 1.336 0.336
H 1.126 -1.731 1.037 0.350
H -0.564 2.156 0.752 -0.036
H -0.162 2.332 0.064 0.018
H -0.108 -0.892 -1.498 0.342
H -2.131 -0.071 0.738 0.235
H -2.512 -1.082 -0.769 0.273
```

Its electronic energy is -307.55794 a.u. The molar mass comes out at 88.1 g/mol. The frontier orbital gap is 10.0 eV. Its energy above the lowest of the compared OMol25 structures with the same formula, charge and spin is 96.9 kcal/mol. The value obtained for the maximum force is 3.0 eV Å⁻¹.

No. 2
One molecule with the formula C4H3NO2 in a non-equilibrium geometry, computed with the ωB97M-V functional and the def2-TZVPD basis.

```
10
Properties=species:S:1:pos:R:3:mulliken_charge:R:1
O -1.222 2.119 0.185 -0.488
C -0.635 1.105 0.002 0.575
C 0.840 0.909 -0.294 -0.349
C 1.001 -0.407 -0.036 -0.202
N -0.095 -1.195 0.260 -0.095
C -1.208 -0.346 -0.026 0.250
O -2.330 -0.698 -0.239 -0.495
H 1.947 1.438 -0.127 0.243
H 2.006 -0.795 -0.142 0.376
H -0.303 -2.131 0.418 0.184
```

Its electronic energy is -359.40104 a.u. The molar mass comes out at 97.1 g/mol. The frontier orbital gap is 9.1 eV. Its energy above the lowest of the compared OMol25 structures with the same formula, charge and spin is 43.5 kcal/mol. The value obtained for the maximum force is 4.0 eV Å⁻¹. Its SMILES is O=C1C=CNC1=O.